1.
Density functional theory data (ωB97M-V with the def2-TZVPD basis set) for a molecular structure, C2H4CrF3NO4S at a distorted geometry.

Output
- ΔE to the lowest compared entry with this formula, charge and spin (kJ/mol) = 0.00
- expectation value of S² = 6.03
- max |F| (eV/Å) = 3.53
- multiplicity = 5
- Kohn-Sham gap (spin up / spin down) (Eh) = 0.2807 / 0.2842
- E_HOMO (spin up / spin down) (eV) = -8.993 / -9.263

Structure (XYZ):
```
16
C2H4CrF3NO4S, DFT ωB97M-V with the def2-TZVPD basis set
O -0.325 -2.289 0.020
C 0.300 -3.313 0.725
Cr -0.133 -1.437 -1.546
H 1.276 -2.995 1.136
H -0.315 -3.640 1.582
H 0.488 -4.196 0.087
O -1.065 0.104 0.398
H -1.708 -0.722 0.354
N -0.477 0.355 -0.863
S 0.553 1.580 -0.850
O 1.751 1.225 -0.084
O 0.737 2.162 -2.180
C -0.147 3.022 0.125
F -0.497 3.997 -0.701
F 0.770 3.488 0.966
F -1.209 2.660 0.830
```

The natural (NBO) scheme yields these atomic charges, measured in e: -0.89, -0.25, 1.34, 0.17, 0.18, 0.15, -0.57, 0.50, -0.80, 2.14, -0.92, -0.91, 0.75, -0.30, -0.30, -0.31


2.
Density functional theory data (ωB97M-V with the def2-TZVPD basis set) for a molecular structure, C35H42N4O7PPbS2.

Output
- ΔE to the lowest compared entry with this formula, charge and spin (kJ/mol) = 26.05
- max |F| (eV/Å) = 0.87
- Kohn-Sham gap (Eh) = 0.2373
- E_HOMO (eV) = -4.174
- total charge = -1

Structure (XYZ):
```
92
C35H42N4O7PPbS2, DFT ωB97M-V with the def2-TZVPD basis set
Pb -0.477 0.217 0.434
N 0.928 3.886 3.052
C 0.392 2.730 2.517
S -0.465 2.919 1.020
N 0.527 1.674 3.245
N -0.086 0.522 2.818
C -0.292 -0.318 3.764
C -1.091 -1.513 3.721
C -0.929 -2.411 4.781
C -1.652 -3.581 4.883
C -2.639 -3.837 3.925
C -2.852 -2.963 2.888
C -2.065 -1.786 2.695
O -2.273 -1.048 1.674
H 1.103 4.619 2.387
H 1.643 3.725 3.746
H 0.127 -0.053 4.738
H -0.184 -2.180 5.537
H -1.475 -4.270 5.699
H -3.240 -4.736 4.006
H -3.615 -3.171 2.147
C 4.130 -2.392 -5.163
O 4.764 -1.231 -4.684
C 4.158 -0.581 -3.644
C 4.865 0.525 -3.133
C 4.363 1.178 -2.040
C 3.166 0.807 -1.396
C 2.771 1.423 -0.143
C 3.374 2.757 0.265
O 1.956 0.944 0.649
C 2.376 -0.261 -1.976
O 1.231 -0.616 -1.587
C 2.960 -0.946 -3.100
H 4.798 -2.818 -5.910
H 3.165 -2.165 -5.627
H 3.968 -3.121 -4.363
H 5.796 0.820 -3.597
H 4.948 1.996 -1.644
H 4.412 2.886 -0.028
H 3.288 2.857 1.346
H 2.775 3.540 -0.205
H 2.381 -1.778 -3.481
N 0.613 -2.245 0.587
S 0.480 -3.551 1.418
C -0.440 -4.787 0.452
C -0.558 -6.087 0.922
C -1.382 -6.976 0.251
C -2.089 -6.562 -0.872
C -1.977 -5.255 -1.323
C -1.151 -4.362 -0.653
C 2.087 -4.402 1.356
C 2.552 -5.089 0.245
C 3.833 -5.620 0.260
C 4.645 -5.462 1.375
C 4.173 -4.776 2.486
C 2.893 -4.244 2.475
H 1.066 -2.332 -0.321
H -0.009 -6.397 1.803
H -1.482 -7.991 0.614
H -2.741 -7.257 -1.387
H -2.531 -4.923 -2.192
H -1.053 -3.326 -0.964
H 1.917 -5.211 -0.624
H 4.202 -6.156 -0.605
H 5.644 -5.877 1.383
H 4.801 -4.650 3.359
H 2.503 -3.700 3.328
C -1.448 -0.888 -5.614
C -1.854 0.538 -5.264
O -2.800 0.574 -4.204
P -2.224 0.300 -2.653
O -2.252 1.788 -2.046
C -3.448 2.532 -1.785
C -3.068 3.989 -1.607
O -3.652 -0.236 -2.074
C -3.900 -1.641 -2.068
C -4.536 -2.031 -0.749
H -0.756 -0.889 -6.459
H -2.330 -1.474 -5.879
H -0.959 -1.348 -4.755
H -2.336 1.013 -6.121
H -0.962 1.121 -5.010
H -3.907 2.146 -0.873
H -4.148 2.403 -2.614
H -2.290 4.071 -0.849
H -3.942 4.560 -1.289
H -2.692 4.402 -2.544
H -2.961 -2.188 -2.215
H -4.562 -1.872 -2.909
H -3.855 -1.790 0.067
H -4.766 -3.099 -0.739
H -5.457 -1.464 -0.604
```

The Löwdin scheme yields these atomic charges, measured in e: 1.26, 0.03, -0.92, 0.48, -0.03, -0.12, -0.10, -0.18, -0.09, -0.14, -0.12, -0.04, -0.43, -0.24, 0.05, 0.08, 0.12, 0.10, 0.08, 0.09, 0.10, -0.11, -0.09, -0.30, -0.05, -0.05, -0.10, -0.39, -0.01, -0.13, -0.37, -0.20, 0.03, 0.08, 0.09, 0.09, 0.10, 0.09, 0.05, 0.07, 0.09, 0.10, -0.38, 1.03, -0.38, -0.09, -0.09, -0.09, -0.08, -0.07, -0.36, -0.07, -0.08, -0.09, -0.08, -0.08, 0.00, 0.12, 0.10, 0.10, 0.10, 0.10, 0.11, 0.10, 0.10, 0.10, 0.11, -0.10, -0.34, -0.31, 0.85, -0.36, -0.29, -0.08, -0.32, -0.31, -0.07, 0.07, 0.07, 0.06, 0.11, 0.11, 0.12, 0.11, 0.02, 0.07, 0.07, 0.09, 0.11, 0.05, 0.07, 0.08


3.
Density functional theory data (ωB97M-V with the def2-TZVPD basis set) for a single C5H10O molecule.

Output
- SMILES = CC[C@@H](C)C=O
- ΔE to the lowest compared entry with this formula, charge and spin (kJ/mol) = 133.24
- max |F| (eV/Å) = 0.70
- Kohn-Sham gap (Eh) = 0.3872
- E_HOMO (eV) = -9.487

Structure (XYZ):
```
16
C5H10O, DFT ωB97M-V with the def2-TZVPD basis set
C 2.072 -0.047 -0.323
C 0.886 -0.696 0.449
C -0.509 -0.359 -0.202
C -1.977 -0.169 0.492
C -0.543 1.078 -0.591
O -0.105 1.956 0.118
H 1.938 1.033 -0.406
H 3.018 -0.201 0.213
H 2.217 -0.448 -1.336
H 1.082 -1.779 0.482
H 0.935 -0.329 1.476
H -0.668 -1.053 -1.038
H -2.003 -0.357 1.564
H -2.374 0.864 0.398
H -2.723 -0.768 -0.038
H -1.181 1.276 -1.474
```

The natural (NBO) scheme yields these atomic charges, measured in e: -0.62, -0.40, -0.32, -0.60, 0.44, -0.57, 0.23, 0.21, 0.20, 0.21, 0.21, 0.21, 0.23, 0.23, 0.22, 0.11


4.
Density functional theory data (ωB97M-V with the def2-TZVPD basis set) for a molecular structure, C16H26N4OP2SV at a distorted geometry.

Output
- ΔE to the lowest compared entry with this formula, charge and spin (kJ/mol) = 0.00
- expectation value of S² = 3.80
- max |F| (eV/Å) = 2.45
- multiplicity = 4
- Kohn-Sham gap (spin up / spin down) (Eh) = 0.2615 / 0.1891
- E_HOMO (spin up / spin down) (eV) = -14.406 / -14.435
- total charge = +2

Structure (XYZ):
```
51
C16H26N4OP2SV, DFT ωB97M-V with the def2-TZVPD basis set
V 0.277 -0.293 0.233
P 1.482 1.775 -0.067
P 2.215 -1.614 0.455
N -1.154 0.635 -0.842
N -0.460 -1.846 -0.761
H -2.867 0.097 -1.997
H -2.468 -2.422 -1.104
H -2.949 -0.341 -0.268
C -2.281 -0.273 -1.142
H -1.653 -1.804 -2.538
C -1.741 -1.664 -1.443
H -1.553 2.059 -2.323
H -0.090 -3.720 -1.668
C -0.929 1.745 -1.470
C 0.318 -2.931 -1.014
H -0.286 3.443 -0.322
C 0.137 2.692 -1.011
H 0.597 3.234 -1.849
H 3.473 -1.432 -0.170
H 2.618 -2.194 1.704
H 2.673 2.196 -0.701
H 1.552 2.608 1.114
O 1.590 0.114 -1.564
C 1.124 0.094 -2.891
C 1.566 1.291 -3.700
C 1.611 -1.191 -3.518
H -0.004 0.149 -2.877
H 0.984 2.181 -3.451
H 2.634 1.494 -3.568
H 1.382 1.067 -4.758
H 1.275 -2.082 -2.986
H 1.254 -1.240 -4.550
H 2.707 -1.211 -3.515
C 1.581 -3.019 -0.448
H 2.158 -3.935 -0.566
N -0.775 -2.869 2.162
C -0.744 -1.650 2.718
N -0.600 -0.482 2.054
C -0.847 0.616 2.925
C -0.997 1.955 2.558
C -1.280 2.889 3.567
C -1.395 2.497 4.909
C -1.272 1.145 5.267
C -1.024 0.219 4.260
S -0.940 -1.533 4.444
H -0.944 -3.647 2.786
H -0.681 -3.011 1.160
H -0.908 2.232 1.503
H -1.409 3.936 3.293
H -1.591 3.244 5.680
H -1.369 0.796 6.292
```

The natural (NBO) scheme yields these atomic charges, measured in e: 1.28, 0.50, 0.36, -0.56, -0.50, 0.24, 0.25, 0.24, -0.24, 0.25, -0.28, 0.23, 0.25, 0.28, 0.04, 0.30, -0.75, 0.29, 0.11, 0.05, 0.08, -0.03, -0.92, 0.11, -0.63, -0.61, 0.13, 0.19, 0.23, 0.24, 0.18, 0.23, 0.23, -0.31, 0.27, -0.76, 0.31, -0.70, 0.18, -0.25, -0.16, -0.18, -0.18, -0.23, 0.47, 0.44, 0.41, 0.21, 0.24, 0.25, 0.25